Below is a 2-piece molecular cluster, C9H14 overall at a distorted geometry, with properties calculated with ωB97M-V/def2-TZVPD.

Values from the calculation:
Orbital gap = 9.95 eV
Charge = 0
Structure (SMILES) = Cc1ccccc1.CC
Calculated total energy = -9558.1423 eV
LUMO level = 0.91 eV
Energy relative to the best compared isomer or geometry (same formula, charge and spin) = 47.02 kcal per mole
Highest occupied orbital energy = -9.038 eV

Each atom is followed by the atoms it is bonded to, with distances in Å.
Cartesian coordinates (Å):
1 C -3.728 -1.875 0.209  C2 1.572, H3 1.054, H4 1.084, H5 1.082
2 C -3.258 -1.299 1.594  C1 1.572, H6 1.103, H7 1.078, H8 1.124
3 H -4.773 -1.739 0.160  C1 1.054
4 H -3.314 -1.266 -0.587  C1 1.084
5 H -3.572 -2.945 0.180  C1 1.082
6 H -2.880 -1.972 2.381  C2 1.103
7 H -4.099 -0.887 2.128  C2 1.078
8 H -2.350 -0.661 1.418  C2 1.124
9 C 1.167 -0.779 -2.358  C11 1.546, H18 1.226, H19 1.206, H23 1.065
10 C 0.295 1.131 -0.859  C11 1.376, C12 1.419, H16 1.177
11 C 1.113 0.041 -1.049  C9 1.546, C10 1.376, C14 1.400
12 C 0.314 1.874 0.350  C10 1.419, C13 1.414, H17 1.131
13 C 1.446 1.675 1.173  C12 1.414, C15 1.355, H20 1.105
14 C 2.059 -0.261 -0.063  C11 1.400, C15 1.425, H21 1.155
15 C 2.282 0.618 1.036  C13 1.355, C14 1.425, H22 1.095
16 H -0.322 1.411 -1.822  C10 1.177
17 H -0.203 2.880 0.369  C12 1.131
18 H 1.081 -1.929 -1.944  C9 1.226
19 H 2.331 -0.779 -2.673  C9 1.206
20 H 1.452 2.268 2.105  C13 1.105
21 H 2.876 -1.000 -0.412  C14 1.155
22 H 3.193 0.393 1.601  C15 1.095
23 H 0.448 -0.531 -3.103  C9 1.065

natural (NBO) atomic charge list, values in e, 6 entries: C -0.615; C -0.628; H 0.200; H 0.209; H 0.209; H 0.205